No. 1
Here is a cluster of 3 separate species, C21H37F9N2O2P in total from the Open Molecules 2025 dataset. Energies are from ωB97M-V with the def2-TZVPD basis set.

molecular weight: 551.50 Da
HOMO-LUMO gap: 8.38 eV
total charge: +1

Each line ends with the Mulliken charge.
CARTESIAN COORDINATES (ANGSTROEM)
1 O 3.604881 -2.753979 -3.325358  -0.428
2 P 4.886602 -2.067037 -3.467337  0.274
3 N 5.101738 -1.496326 -5.111686  0.117
4 C 6.159793 -1.770783 -5.986538  0.316
5 O 7.241970 -2.448431 -5.604448  -0.527
6 C 5.886848 -1.167273 -7.138998  -0.529
7 N 4.666854 -0.551672 -6.966976  -0.033
8 C 4.194344 -0.749835 -5.754358  0.163
9 C 2.892568 -0.279165 -5.217538  -0.785
10 C 1.770036 -1.271554 -5.579876  -1.188
11 C 0.524030 -1.016509 -4.747108  1.223
12 F 0.857835 -0.620386 -3.487917  -0.252
13 F -0.201234 -0.018049 -5.320816  -0.305
14 C -0.364661 -2.279961 -4.620122  0.369
15 F 0.247064 -3.127819 -3.771060  -0.260
16 F -0.400301 -2.873935 -5.845741  -0.334
17 C -1.830255 -2.023749 -4.120507  0.785
18 F -2.173665 -3.041536 -3.309343  -0.310
19 F -1.872720 -0.877772 -3.411897  -0.285
20 C -2.904583 -1.957344 -5.244921  0.580
21 F -2.525308 -1.117930 -6.218022  -0.232
22 F -3.105467 -3.166015 -5.769359  -0.243
23 F -4.035021 -1.516331 -4.720064  -0.237
24 H 5.049525 -0.888304 -2.736907  0.173
25 H 6.071619 -2.791095 -3.342196  0.118
26 H 7.099475 -3.403504 -5.656304  0.397
27 H 6.459087 -1.132656 -8.047628  0.443
28 H 4.195570 -0.012306 -7.677620  0.246
29 H 2.694214 0.714296 -5.617071  0.457
30 H 2.961661 -0.221026 -4.134093  0.359
31 H 2.116238 -2.289208 -5.396021  0.518
32 H 1.511341 -1.193997 -6.632700  0.437
33 C 0.639959 -1.194934 -0.214650  -0.773
34 C -0.221181 -2.030026 0.728559  -0.531
35 C -1.719622 -1.803586 0.533989  -0.525
36 C -2.191574 -0.371021 0.788527  -0.684
37 C -1.869209 0.171882 2.179813  -0.310
38 C -2.520514 -0.618922 3.310744  -1.181
39 H 0.499128 -0.125322 -0.049538  0.308
40 H 1.700073 -1.415065 -0.068797  0.393
41 H 0.389842 -1.416706 -1.250855  -0.089
42 H 0.061075 -1.822956 1.763931  0.292
43 H -0.007184 -3.089055 0.563389  0.392
44 H -2.268216 -2.491468 1.181974  0.365
45 H -1.989229 -2.079844 -0.491039  0.129
46 H -3.274016 -0.331289 0.634527  0.426
47 H -1.758317 0.296575 0.037650  0.275
48 H -2.207635 1.209926 2.231390  0.357
49 H -0.785989 0.199826 2.330542  0.211
50 H -3.606807 -0.626899 3.203774  0.294
51 H -2.281459 -0.173430 4.277479  0.251
52 H -2.176757 -1.654077 3.332986  0.361
53 C -0.159969 3.214417 5.435222  -1.123
54 C -1.002300 2.388248 6.402823  -0.440
55 C -2.505457 2.607203 6.241816  -0.353
56 C -2.984029 4.035424 6.507392  -0.853
57 C -2.643482 4.577625 7.894706  -0.412
58 C -3.270644 3.778106 9.032970  -1.182
59 H -0.301239 4.285010 5.589118  0.300
60 H 0.902741 3.003639 5.563212  0.387
61 H -0.424004 2.986118 4.399684  0.204
62 H -0.699282 2.606260 7.430171  0.303
63 H -0.787775 1.327722 6.244465  0.355
64 H -3.036985 1.916296 6.901650  0.368
65 H -2.793773 2.329048 5.222230  0.171
66 H -4.069311 4.067336 6.371153  0.392
67 H -2.567339 4.707536 5.752044  0.345
68 H -2.988411 5.612675 7.954604  0.363
69 H -1.558637 4.612820 8.027329  0.237
70 H -4.358358 3.758690 8.940156  0.294
71 H -3.026363 4.217619 10.000519  0.380
72 H -2.917831 2.745786 9.044871  0.277

Cartesian forces (eV/Å) of the 3 atoms listed first:
O -0.01 -0.03 0.01
P -0.32 -0.24 0.11
N 0.20 -0.15 0.54

---

No. 2
Here is a cluster of 4 separate species, C21H37N4O7 in total from the Open Molecules 2025 dataset. Energies are from ωB97M-V with the def2-TZVPD basis set.

molecular weight: 457.55 Da
HOMO-LUMO gap: 8.44 eV
total charge: +1

Each line ends with the Mulliken charge.
CARTESIAN COORDINATES (ANGSTROEM)
1 C -0.648619 2.877264 -1.136682  -1.377
2 C -1.405226 1.632682 -1.528770  0.401
3 O -2.257953 1.223098 -0.479783  -0.259
4 C -2.823733 -0.050631 -0.714408  -0.989
5 C -1.853175 -1.181408 -0.364111  0.078
6 C -2.094049 -1.804112 1.036993  -1.135
7 C -0.997623 -1.370196 1.988389  0.008
8 C -0.921451 -2.231189 3.263086  -0.695
9 C -0.086349 -1.531620 4.261788  0.306
10 N -0.601492 -0.607344 5.066184  -0.412
11 C 0.452138 -0.167366 5.794172  0.513
12 N 0.296089 0.777107 6.717818  -0.349
13 N 1.581277 -0.813981 5.448187  -0.124
14 N 1.226718 -1.695711 4.464648  -0.027
15 H -1.292715 3.652745 -0.728418  0.349
16 H -0.117155 3.262717 -2.001436  0.442
17 H 0.101906 2.656385 -0.374972  0.246
18 H -1.962223 1.856048 -2.444654  0.234
19 H -0.671406 0.860596 -1.786135  -0.011
20 H -3.723237 -0.124358 -0.107420  0.560
21 H -3.130650 -0.120839 -1.759938  0.284
22 H -0.862170 -0.737030 -0.362713  -0.065
23 H -1.815548 -1.955674 -1.124169  0.499
24 H -3.067931 -1.452734 1.368367  0.452
25 H -2.158288 -2.885346 0.931388  0.419
26 H -1.218026 -0.349315 2.297443  -0.267
27 H -0.017188 -1.371721 1.519790  0.399
28 H -0.512092 -3.210909 3.022291  0.429
29 H -1.886558 -2.367217 3.739210  0.339
30 H -0.588874 1.254873 6.731098  0.243
31 H 0.953825 0.992093 7.444516  0.230
32 H 2.508817 -0.685639 5.817153  0.204
33 H 1.851818 -2.320599 3.983617  0.249
34 O 0.955962 -0.314761 -2.203524  -0.794
35 C 1.740966 0.431790 -2.732757  0.587
36 O 1.352546 1.375704 -3.602749  -0.340
37 C 2.506761 2.039788 -4.160914  -0.441
38 C 3.622040 1.809601 -3.150219  -0.655
39 C 3.242294 0.444602 -2.578789  -0.339
40 H 2.722759 1.588374 -5.129277  0.288
41 H 2.275878 3.092482 -4.304398  0.369
42 H 4.614787 1.848495 -3.592534  0.357
43 H 3.575284 2.565605 -2.363898  0.276
44 H 3.651112 -0.371099 -3.168242  0.157
45 H 3.524332 0.335974 -1.533698  0.416
46 O 2.990136 -1.352385 -4.980351  -0.613
47 C 2.330098 -2.351295 -5.056717  0.521
48 O 1.451132 -2.564128 -6.051987  -0.345
49 C 0.727337 -3.788078 -5.824783  -0.428
50 C 1.613068 -4.604958 -4.893982  -0.538
51 C 2.304687 -3.510995 -4.082048  -0.285
52 H -0.234637 -3.538916 -5.372919  0.264
53 H 0.550619 -4.277789 -6.778551  0.318
54 H 1.057664 -5.323336 -4.294842  0.329
55 H 2.354214 -5.154656 -5.475254  0.262
56 H 1.721953 -3.213444 -3.207965  0.129
57 H 3.312904 -3.784586 -3.783556  0.360
58 O -3.528882 5.060711 4.201842  -0.550
59 C -2.928738 4.101285 3.833086  0.413
60 O -2.913392 2.928697 4.532914  -0.418
61 C -2.027323 1.993645 3.906177  -0.171
62 C -1.904529 2.455545 2.459631  0.073
63 C -2.056503 3.968399 2.598121  -0.602
64 H -1.067795 2.023408 4.433587  -0.097
65 H -2.444824 0.994405 3.993847  0.398
66 H -0.977678 2.143936 1.981129  0.269
67 H -2.730403 2.056526 1.871737  0.040
68 H -1.102914 4.461846 2.792670  0.326
69 H -2.539771 4.418939 1.736687  0.290

Cartesian forces (eV/Å) of the 3 atoms listed first:
C 0.21 -0.04 0.44
C 0.55 0.26 -0.47
O -0.21 0.07 0.27

---

No. 3
Here is a structure of composition C21H37N5O6SSr from the Open Molecules 2025 dataset. Energies are from ωB97M-V with the def2-TZVPD basis set.

molecular weight: 575.24 Da
HOMO-LUMO gap: 5.84 eV
energy above the lowest of the compared OMol25 structures with the same formula, charge and spin: 0.536 eV

Each line ends with the Mulliken charge.
CARTESIAN COORDINATES (ANGSTROEM)
1 Sr -4.844452 -14.251154 -8.302095  1.522
2 C -2.937150 -11.031178 -10.261456  -0.774
3 O -2.717675 -12.328416 -9.710903  -0.139
4 C -1.516457 -12.940547 -10.160261  -0.723
5 C -1.226039 -13.958444 -9.075629  -0.516
6 O -2.391227 -14.770389 -9.069319  -0.199
7 C -2.124409 -16.126063 -8.560566  -0.571
8 C -2.839016 -17.057054 -9.541641  -0.648
9 O -4.243805 -16.728308 -9.458479  0.035
10 C -5.040816 -17.458964 -10.405513  -0.576
11 H -3.974911 -10.954280 -10.654403  0.079
12 H -2.206046 -10.829859 -11.052240  0.509
13 H -2.768880 -10.278226 -9.462755  0.228
14 H -0.766924 -12.176670 -10.288359  0.587
15 H -1.636185 -13.405397 -11.125388  0.274
16 H -1.106326 -13.385831 -8.096460  0.132
17 H -0.309252 -14.528495 -9.324755  0.455
18 H -2.550183 -16.266929 -7.541740  -0.002
19 H -1.050985 -16.311124 -8.506990  0.550
20 H -2.646348 -18.111906 -9.368960  0.453
21 H -2.514186 -16.987575 -10.588789  0.392
22 H -4.517938 -17.435141 -11.421001  0.338
23 H -6.001334 -16.939121 -10.455736  -0.025
24 H -5.192193 -18.486489 -10.056619  0.287
25 O -6.577384 -15.924109 -7.869618  -0.658
26 C -6.713664 -17.045501 -7.271758  0.136
27 O -7.004948 -18.102759 -7.889101  -0.746
28 C -6.575897 -17.185866 -5.807472  0.388
29 C -7.370407 -18.064143 -5.145876  -0.648
30 C -7.085819 -18.445136 -3.834149  -0.426
31 C -5.888817 -18.031934 -3.152644  -0.663
32 C -5.213586 -16.993218 -3.759585  -0.613
33 C -5.473912 -16.555752 -5.135193  0.529
34 S -4.374195 -15.221813 -5.490788  -0.306
35 H -8.272185 -18.375349 -5.616976  0.415
36 H -7.735505 -19.086094 -3.247913  0.333
37 H -5.591273 -18.381083 -2.108094  0.274
38 H -4.449267 -16.455740 -3.213405  0.366
39 C -5.815232 -10.355082 -4.546946  -1.492
40 C -4.539460 -10.312103 -5.388141  1.586
41 C -3.277931 -10.112978 -4.519932  -1.738
42 C -4.758052 -9.204703 -6.441637  -1.690
43 N -4.334000 -11.597526 -6.088132  -0.053
44 N -5.384216 -11.856948 -7.036021  -0.084
45 H -6.278131 -9.356106 -4.575435  0.366
46 H -5.565752 -10.635017 -3.541850  0.388
47 H -6.571838 -11.024279 -4.921988  0.306
48 H -3.499399 -9.142737 -4.132085  0.436
49 H -2.369157 -10.116848 -5.072409  0.357
50 H -3.210610 -10.834198 -3.712297  0.393
51 H -4.612282 -8.210990 -6.026213  0.506
52 H -5.774040 -9.144454 -6.903714  0.361
53 H -4.029262 -9.302032 -7.277287  0.226
54 H -4.380508 -12.413191 -5.379742  0.114
55 H -5.428482 -11.180995 -7.805796  0.115
56 H -6.284740 -11.842403 -6.598327  0.028
57 C -9.521186 -13.452970 -12.362835  -1.119
58 N -8.335808 -13.099711 -11.585829  0.121
59 C -7.839873 -11.759371 -11.427924  -0.493
60 C -6.801782 -11.978618 -10.275504  -0.245
61 O -6.069539 -11.063500 -9.885857  -0.600
62 N -6.778951 -13.313215 -9.919707  0.495
63 C -7.724808 -13.926518 -10.691373  -0.061
64 N -8.028824 -15.250302 -10.632643  -0.287
65 H -9.385714 -14.448542 -12.841928  0.373
66 H -9.637941 -12.687004 -13.147269  0.350
67 H -10.415849 -13.424691 -11.760777  0.352
68 H -8.625748 -11.105751 -11.098471  0.335
69 H -7.400951 -11.316914 -12.370621  0.316
70 H -7.780290 -15.702031 -9.729604  0.056
71 H -8.925670 -15.481276 -11.080378  0.232

Cartesian forces (eV/Å) of the 3 atoms listed first:
Sr -0.23 -0.51 0.66
C -0.24 0.37 0.17
O -0.39 0.26 -0.49